# 1
A cluster of 4 separate species, C18H27BrF3N2O14S2 in total in a non-equilibrium geometry, computed with ωB97M-V/def2-TZVPD.

HOMO level in eV: -5.989
Orbital gap in eV: 7.88
E_LUMO in Eh: 0.0696

Structure (ORCA input):
```
! wB97M-V def2-TZVPD RIJCOSX def2/J DEFGRID3
* xyz -1 1
C 1.23 2.08 1.32
C 1.09 2.89 -0.11
C -0.36 2.76 -0.85
Br -0.80 4.60 -1.59
S -0.17 1.57 -2.29
O -1.50 1.12 -2.95
O 0.61 2.38 -3.40
N 0.87 0.27 -1.76
S 0.01 -1.24 -1.58
O -0.25 -1.98 -2.95
O 0.96 -2.20 -0.76
C -1.61 -1.13 -0.64
C -1.49 -0.50 0.87
C -2.89 -0.65 1.71
C -4.13 0.30 1.19
N -3.76 1.31 0.12
C -5.07 1.69 -0.60
C -5.83 0.67 -1.68
O -5.63 2.91 -0.40
H 1.63 0.98 1.14
H 0.25 2.08 1.97
H 2.06 2.66 1.95
H 1.97 2.49 -0.80
H 1.40 4.02 0.13
H -1.26 2.49 -0.14
H -2.47 -0.57 -1.21
H -1.99 -2.25 -0.50
H -0.69 -1.17 1.45
H -1.11 0.60 0.93
H -2.78 -0.49 2.88
H -3.26 -1.78 1.56
H -4.62 0.89 2.10
H -4.98 -0.41 0.77
H -3.39 2.21 0.55
H -5.55 0.91 -2.80
H -7.00 0.84 -1.56
H -5.63 -0.47 -1.45
C 2.12 -1.23 -5.85
C 1.32 -2.38 -6.37
O 1.81 -2.56 -7.67
C 3.11 -2.15 -7.62
O 3.95 -2.41 -8.47
O 3.36 -1.41 -6.49
F 0.01 -2.05 -6.46
H 1.70 -0.26 -6.13
H 2.23 -1.27 -4.76
H 1.43 -3.30 -5.80
C -1.40 -3.31 6.11
C -1.13 -3.30 4.64
O -1.30 -1.95 4.28
C -0.97 -1.24 5.40
O -0.72 -0.05 5.40
O -0.93 -2.03 6.51
F -2.06 -4.04 3.99
H -2.46 -3.39 6.35
H -0.86 -4.10 6.63
H -0.13 -3.64 4.37
C 6.40 1.91 2.75
C 5.88 0.70 2.05
O 4.60 1.10 1.62
C 4.68 2.45 1.44
O 3.87 3.11 0.83
O 5.80 2.97 2.03
F 5.74 -0.34 2.90
H 6.09 1.95 3.80
H 7.50 1.97 2.71
H 6.47 0.39 1.18
*
```



# 2
The molecule C9H7NO in a non-equilibrium geometry, computed with ωB97M-V/def2-TZVPD.

SMILES string: c1ccc(-c2ccco2)nc1
HOMO level in eV: -8.763
ΔE to the lowest compared entry with this formula, charge and spin in eV: 2.861
Orbital gap in eV: 9.28
E_LUMO in Eh: 0.0188

Structure (ORCA input):
```
! wB97M-V def2-TZVPD RIJCOSX def2/J DEFGRID3
* xyz 0 1
C -3.15 -0.06 -0.10
C -2.36 1.17 0.23
C -1.00 1.15 0.28
C -0.34 -0.04 -0.10
C 1.10 -0.12 -0.01
C 1.92 -1.05 0.48
C 3.37 -0.55 0.16
C 3.14 0.59 -0.40
O 1.87 0.95 -0.58
N -1.00 -1.19 -0.35
C -2.37 -1.17 -0.39
H -4.32 -0.05 -0.22
H -3.00 2.09 0.53
H -0.66 1.98 0.50
H 1.53 -1.84 1.03
H 4.23 -1.18 0.51
H 3.91 1.32 -0.79
H -2.87 -2.02 -0.78
*
```



# 3
The molecule C6H11N in a non-equilibrium geometry, computed with ωB97M-V/def2-TZVPD.

SMILES string: C=CCN/C=C/C
HOMO level in eV: -7.881
ΔE to the lowest compared entry with this formula, charge and spin in eV: 2.995
Orbital gap in eV: 8.99
E_LUMO in Eh: 0.0406

Structure (ORCA input):
```
! wB97M-V def2-TZVPD RIJCOSX def2/J DEFGRID3
* xyz 0 1
C 1.09 -2.11 -2.82
C 1.15 -1.75 -1.49
C 0.64 -0.36 -0.85
N 1.17 0.03 0.50
C 0.28 0.84 1.25
C -1.07 0.71 1.34
C -1.82 1.78 2.07
H 0.82 -1.40 -3.62
H 1.22 -3.26 -3.20
H 1.25 -2.50 -0.67
H 0.72 0.45 -1.69
H -0.46 -0.50 -0.58
H 2.12 0.51 0.57
H 0.60 1.63 1.85
H -1.59 -0.13 0.90
H -2.46 2.19 1.20
H -2.46 1.24 2.82
H -1.21 2.61 2.43
*
```



# 4
The molecule C3H6FN in a non-equilibrium geometry, computed with ωB97M-V/def2-TZVPD.

SMILES string: NC1(F)CC1
HOMO level in eV: -9.929
ΔE to the lowest compared entry with this formula, charge and spin in eV: 0.499
Orbital gap in eV: 11.11
E_LUMO in Eh: 0.0433

Structure (ORCA input):
```
! wB97M-V def2-TZVPD RIJCOSX def2/J DEFGRID3
* xyz 0 1
N -0.76 -0.42 -1.30
C -0.55 -0.29 0.11
F -1.76 -0.80 0.75
C 0.06 0.95 0.54
C 0.78 -0.39 0.81
H -0.55 -1.25 -1.66
H -1.71 -0.19 -1.58
H -0.08 1.60 1.39
H 0.55 1.47 -0.22
H 1.52 -0.65 0.01
H 0.71 -0.81 1.78
*
```



# 5
A structure of composition C28H48AsCl2FeN4O4S2Si3, computed with ωB97M-V/def2-TZVPD.

HOMO level (spin up / spin down) in eV: -4.736 / -4.795
ΔE to the lowest compared entry with this formula, charge and spin in eV: 0.902
Orbital gap (spin up / spin down) in eV: 7.06 / 7.06
E_LUMO (spin up / spin down) in Eh: 0.0852 / 0.0832

Structure (ORCA input):
```
! wB97M-V def2-TZVPD RIJCOSX def2/J DEFGRID3
* xyz -1 5
Fe -0.01 0.80 0.51
Cl -4.04 2.35 6.23
C -2.98 1.62 5.05
C -1.75 1.09 5.48
C -0.90 0.49 4.59
Cl 0.61 -0.14 5.14
C -1.21 0.38 3.19
O -0.45 -0.22 2.39
C -2.46 0.96 2.80
C -2.88 0.93 1.44
O -2.22 0.54 0.47
C -3.33 1.56 3.74
H -1.47 1.15 6.52
H -3.90 1.32 1.25
H -4.28 1.97 3.41
S 2.34 0.86 -0.11
C 2.47 0.50 -1.81
C 3.76 0.29 -2.35
C 3.96 0.02 -3.69
C 2.88 -0.05 -4.56
C 1.60 0.16 -4.06
C 1.40 0.45 -2.71
S -0.26 0.80 -2.18
H 4.60 0.34 -1.67
H 4.96 -0.13 -4.06
H 3.02 -0.27 -5.61
H 0.74 0.12 -4.72
N -0.86 2.99 0.18
C 0.23 3.91 0.54
C -0.19 5.37 0.65
C -0.76 6.00 -0.62
C 0.29 6.58 -1.58
N 1.39 5.70 -1.91
C 1.21 4.54 -2.62
N 0.14 4.20 -3.26
N 2.32 3.73 -2.67
C 0.85 3.39 1.87
O 1.44 4.20 2.58
O 0.67 2.15 2.07
H -1.27 3.23 -0.72
H -1.58 3.06 0.89
H 1.01 3.76 -0.21
H 0.67 5.94 1.02
H -0.93 5.43 1.45
H -1.42 6.83 -0.34
H -1.41 5.29 -1.15
H 0.72 7.47 -1.12
H -0.19 6.91 -2.50
H 2.20 5.75 -1.32
H -0.57 4.92 -3.20
H -0.27 2.09 -2.58
H 2.87 3.67 -1.82
H 2.13 2.82 -3.06
C -0.04 -2.95 -3.27
Si 0.79 -3.51 -1.68
C 2.63 -3.18 -1.74
C 0.62 -5.39 -1.66
As -0.10 -2.18 0.05
Si -2.32 -2.96 0.09
C -3.21 -2.12 -1.33
C -3.18 -2.55 1.70
C -2.50 -4.82 -0.15
Si 0.91 -3.08 2.00
C -0.28 -3.29 3.44
C 2.36 -1.99 2.42
C 1.57 -4.82 1.70
H 0.56 -3.25 -4.13
H -0.17 -1.87 -3.31
H -1.03 -3.41 -3.37
H 3.06 -3.58 -2.66
H 3.14 -3.65 -0.89
H 2.85 -2.12 -1.69
H 1.12 -5.74 -2.56
H -0.42 -5.73 -1.69
H 1.10 -5.85 -0.80
H -3.09 -1.04 -1.29
H -4.27 -2.36 -1.30
H -2.81 -2.46 -2.29
H -2.91 -1.58 2.10
H -2.96 -3.30 2.46
H -4.26 -2.56 1.53
H -2.34 -5.10 -1.19
H -3.52 -5.11 0.12
H -1.80 -5.39 0.47
H -0.91 -2.43 3.60
H 0.32 -3.44 4.34
H -0.90 -4.18 3.30
H 2.03 -0.96 2.59
H 3.07 -1.98 1.59
H 2.86 -2.36 3.31
H 0.77 -5.51 1.40
H 2.00 -5.20 2.63
H 2.35 -4.85 0.94
*
```



# 6
A cluster of 7 separate species, C30H56ClFN3O15PS in total in a non-equilibrium geometry, computed with ωB97M-V/def2-TZVPD.

SMILES string: CCO[C@](C#N)([PH2]=N)[C@](Cl)(C#N)S(=O)(=O)F.CCOC(C)=O.CCOC(C)=O.CCOC(C)=O.CCOC(C)=O.CCOC(C)=O.CCOC(C)=O
HOMO level in eV: -9.208
ΔE to the lowest compared entry with this formula, charge and spin in eV: 0.000
Orbital gap in eV: 9.01
E_LUMO in Eh: -0.0073

Structure (ORCA input):
```
! wB97M-V def2-TZVPD RIJCOSX def2/J DEFGRID3
* xyz 0 1
C -5.49 -2.57 -8.27
C -4.14 -2.77 -7.57
O -4.34 -2.47 -6.18
C -3.30 -2.73 -5.27
C -3.15 -1.52 -4.46
N -2.99 -0.58 -3.82
P -1.57 -2.97 -6.01
N -0.39 -3.00 -4.98
C -3.77 -3.93 -4.27
Cl -5.54 -4.07 -4.34
C -3.43 -3.67 -2.87
N -3.17 -3.50 -1.77
S -3.15 -5.62 -4.65
O -1.74 -5.64 -4.59
O -3.91 -6.52 -3.86
F -3.63 -5.73 -6.11
H -5.74 -3.43 -8.88
H -6.28 -2.44 -7.53
H -5.48 -1.70 -8.92
H -3.82 -3.80 -7.72
H -3.42 -2.08 -8.01
H -1.44 -1.86 -6.86
H -1.68 -4.09 -6.84
H -0.72 -2.95 -4.02
C -2.60 0.28 -0.57
C -1.22 0.46 -1.17
O -0.59 1.66 -0.70
C 0.05 1.75 0.48
C -0.04 0.63 1.48
O 0.65 2.77 0.72
H -2.56 0.17 0.52
H -3.08 -0.61 -0.98
H -3.22 1.14 -0.79
H -0.57 -0.40 -1.00
H -1.31 0.59 -2.25
H -0.80 0.88 2.22
H 0.92 0.53 1.98
H -0.28 -0.34 1.05
C 4.80 0.71 3.13
C 3.73 0.82 4.20
O 2.73 -0.20 4.07
C 2.89 -1.46 4.55
C 4.24 -1.90 5.06
O 1.96 -2.21 4.50
H 5.35 -0.22 3.20
H 5.51 1.53 3.23
H 4.34 0.76 2.15
H 4.15 0.81 5.21
H 3.19 1.75 4.09
H 4.74 -2.46 4.27
H 4.08 -2.56 5.91
H 4.89 -1.09 5.39
C -0.15 0.25 5.18
C 0.17 0.68 6.59
O 0.26 2.10 6.72
C -0.80 2.91 6.88
C -2.19 2.35 6.71
O -0.61 4.07 7.11
H -1.12 0.62 4.85
H -0.16 -0.84 5.10
H 0.59 0.64 4.49
H -0.53 0.27 7.32
H 1.16 0.30 6.86
H -2.54 2.60 5.71
H -2.84 2.83 7.44
H -2.27 1.28 6.86
C 0.27 5.25 -2.54
C -0.22 3.94 -3.13
O -1.45 4.10 -3.86
C -1.49 4.53 -5.13
C -0.24 5.06 -5.79
O -2.55 4.52 -5.71
H 0.49 5.99 -3.31
H 1.17 5.08 -1.95
H -0.50 5.68 -1.89
H 0.53 3.46 -3.76
H -0.45 3.25 -2.33
H -0.26 6.15 -5.75
H -0.25 4.75 -6.83
H 0.69 4.71 -5.35
C 0.05 0.71 12.79
C 1.49 1.16 12.75
O 2.27 0.40 11.83
C 2.30 0.66 10.50
C 1.34 1.67 9.91
O 3.07 0.04 9.81
H -0.45 0.84 11.83
H -0.51 1.27 13.54
H -0.01 -0.35 13.04
H 1.59 2.23 12.55
H 1.96 0.98 13.72
H 0.50 1.13 9.47
H 1.86 2.21 9.13
H 0.96 2.40 10.62
C 3.37 -0.63 -9.24
C 2.46 -0.65 -8.02
O 1.48 -1.70 -8.10
C 1.74 -2.97 -7.75
C 3.15 -3.40 -7.45
O 0.83 -3.75 -7.74
H 3.94 -1.55 -9.33
H 4.06 0.21 -9.17
H 2.78 -0.52 -10.15
H 3.01 -0.72 -7.09
H 1.88 0.27 -7.98
H 3.56 -3.89 -8.33
H 3.11 -4.12 -6.64
H 3.81 -2.60 -7.15
*
```



# 7
A cluster of 15 separate species, C19H54IN16O28 in total in a non-equilibrium geometry, computed with ωB97M-V/def2-TZVPD.

HOMO level in eV: -12.189
Orbital gap in eV: 8.68
E_LUMO in Eh: -0.1291

Structure (ORCA input):
```
! wB97M-V def2-TZVPD RIJCOSX def2/J DEFGRID3
* xyz 1 1
N 2.31 1.94 3.15
C 1.03 2.79 2.98
C -0.18 1.75 2.62
C -0.55 1.45 1.03
N -1.73 0.47 1.21
C -2.43 0.71 2.56
I -4.61 0.60 2.41
C -1.73 2.12 3.11
H 2.45 1.43 2.23
H 2.13 1.17 3.86
H 1.22 3.64 2.19
H 0.83 3.27 4.04
H 0.11 0.66 2.99
H 0.33 1.09 0.33
H -1.10 2.38 0.53
H -2.50 0.58 0.48
H -1.23 -0.46 1.23
H -1.99 -0.06 3.34
H -2.21 2.97 2.45
H -1.69 2.26 4.28
C -8.41 1.96 0.65
N -8.42 0.91 1.70
O -8.84 1.22 2.82
O -7.99 -0.20 1.38
H -8.82 2.89 1.08
H -7.38 2.11 0.33
H -9.04 1.61 -0.17
C 3.92 -0.84 -0.96
N 3.32 -0.31 0.30
O 2.43 0.54 0.20
O 3.77 -0.76 1.36
H 3.43 -0.35 -1.81
H 4.98 -0.61 -0.94
H 3.74 -1.91 -0.98
C -1.19 -4.38 0.63
N -0.40 -3.15 0.34
O 0.83 -3.24 0.36
O -1.04 -2.12 0.10
H -0.50 -5.20 0.83
H -1.80 -4.17 1.51
H -1.80 -4.59 -0.24
C -12.22 1.63 0.65
N -12.27 2.80 -0.27
O -11.83 2.64 -1.41
O -12.74 3.85 0.19
H -11.79 0.78 0.11
H -11.61 1.90 1.51
H -13.25 1.40 0.95
C 1.22 -0.72 -4.77
N 2.66 -0.87 -4.42
O 3.15 -1.99 -4.53
O 3.25 0.15 -4.03
H 0.83 -1.69 -5.09
H 0.70 -0.37 -3.88
H 1.16 0.01 -5.58
C 7.84 -2.90 -0.91
N 6.50 -2.55 -1.46
O 5.55 -3.29 -1.14
O 6.44 -1.56 -2.18
H 7.75 -3.79 -0.29
H 8.50 -3.08 -1.75
H 8.18 -2.05 -0.31
C 12.36 -2.26 -2.60
N 10.97 -2.51 -2.15
O 10.08 -2.50 -3.01
O 10.80 -2.71 -0.94
H 12.36 -2.10 -3.68
H 12.73 -1.37 -2.08
H 12.96 -3.14 -2.34
C 5.32 2.54 2.69
N 6.30 3.54 3.20
O 6.56 4.50 2.46
O 6.78 3.34 4.32
H 4.99 2.85 1.70
H 5.83 1.58 2.65
H 4.48 2.52 3.39
C -10.16 -2.19 4.11
N -11.50 -1.85 3.56
O -12.45 -2.58 3.87
O -11.56 -0.85 2.83
H -10.25 -3.09 4.73
H -9.50 -2.38 3.26
H -9.82 -1.34 4.70
C 3.99 -1.51 -7.94
N 2.54 -1.62 -8.24
O 2.15 -2.66 -8.79
O 1.83 -0.66 -7.92
H 4.49 -2.42 -8.27
H 4.38 -0.64 -8.47
H 4.09 -1.39 -6.86
C 5.01 -5.15 -3.73
N 5.34 -6.07 -4.85
O 6.13 -6.99 -4.62
O 4.79 -5.84 -5.94
H 5.56 -5.47 -2.84
H 5.31 -4.14 -4.03
H 3.93 -5.21 -3.56
C 2.27 6.01 -0.31
N 2.68 4.60 -0.51
O 2.30 4.04 -1.54
O 3.38 4.09 0.37
H 1.66 6.33 -1.16
H 1.69 6.06 0.62
H 3.18 6.61 -0.24
C -15.25 5.22 2.60
N -15.25 4.16 3.65
O -15.68 4.48 4.77
O -14.82 3.05 3.32
H -15.65 6.14 3.03
H -14.21 5.36 2.28
H -15.88 4.86 1.78
C 7.74 -1.05 2.93
N 8.15 -2.47 2.73
O 7.77 -3.03 1.70
O 8.85 -2.97 3.61
H 7.13 -0.74 2.08
H 7.16 -1.01 3.86
H 8.65 -0.45 3.00
*
```